# 1
107
Properties=species:S:1:pos:R:3 method="wB97M-V/def2-TZVPD" homo_lumo_gap_ev=8.48 e_above_lowest_kcal_mol=78.7 mol_weight_g_mol=804.2 smiles="O=S1(=O)CCCC1.O=S1(=O)CCCC1.O=S1(=O)CCCC1.O=S1(=O)CCCC1.O=S1(=O)CCCC1.c1cc[nH]c1.c1cc[nH]c1.CCCC#N" homo_energy_ev=-8.24 e_tot_ha=-4160.869554
O 2.020 -0.815 7.187
S 0.664 -0.362 6.738
O -0.424 0.083 7.635
C 0.906 0.776 5.343
C 0.071 0.302 4.186
C 0.267 -1.292 4.223
C 0.085 -1.771 5.750
H 1.900 0.543 4.962
H 0.823 1.787 5.742
H -0.977 0.588 4.090
H 0.522 0.741 3.296
H 1.267 -1.626 3.949
H -0.362 -1.907 3.580
H 0.488 -2.713 6.120
H -0.944 -2.048 5.981
O 6.586 2.390 -2.661
S 5.644 2.360 -1.556
O 4.892 3.517 -1.210
C 4.654 0.776 -1.634
C 4.596 0.318 -0.145
C 6.074 0.347 0.294
C 6.682 1.729 -0.075
H 5.301 0.145 -2.243
H 3.719 0.771 -2.193
H 3.849 0.972 0.304
H 4.215 -0.703 -0.123
H 6.569 -0.502 -0.177
H 6.256 0.224 1.361
H 7.727 1.854 -0.359
H 6.615 2.466 0.726
O -0.003 -6.175 -0.404
S -1.232 -5.961 -1.177
O -2.359 -6.808 -0.759
C -1.689 -4.191 -1.257
C -1.799 -3.970 -2.810
C -0.637 -4.767 -3.491
C -0.822 -6.152 -2.899
H -0.769 -3.844 -0.787
H -2.547 -4.034 -0.604
H -2.819 -4.289 -3.026
H -1.880 -2.886 -2.898
H 0.288 -4.314 -3.135
H -0.606 -4.671 -4.576
H -0.105 -6.964 -3.016
H -1.695 -6.602 -3.371
O 0.175 1.700 -6.251
S -0.695 1.756 -5.074
O -0.125 1.287 -3.783
C -1.232 3.514 -4.975
C -2.754 3.501 -4.826
C -3.288 2.313 -5.601
C -2.349 1.016 -5.427
H -0.955 3.933 -5.942
H -0.680 3.928 -4.131
H -3.009 3.226 -3.803
H -3.130 4.468 -5.160
H -3.318 2.617 -6.647
H -4.284 2.040 -5.254
H -2.304 0.421 -6.339
H -2.678 0.462 -4.548
O -5.963 -0.642 0.244
S -5.521 -0.521 1.647
O -4.775 -1.539 2.395
C -4.579 1.189 1.740
C -5.668 2.293 1.946
C -6.914 1.762 2.567
C -6.909 0.161 2.668
H -3.796 1.330 0.995
H -4.006 1.066 2.659
H -5.464 3.302 2.304
H -5.928 2.493 0.907
H -7.758 2.058 1.944
H -7.266 2.196 3.503
H -7.650 -0.579 2.367
H -6.559 -0.097 3.668
C -1.895 -0.882 0.115
C -0.784 -0.467 0.832
C 0.051 0.109 -0.068
N -0.440 -0.062 -1.341
C -1.666 -0.672 -1.192
H -2.762 -1.428 0.459
H -0.583 -0.718 1.863
H 0.938 0.683 0.155
H 0.018 0.336 -2.148
H -2.195 -0.979 -2.083
C 1.788 -2.589 -1.186
C 2.297 -2.860 0.063
C 3.452 -3.629 -0.234
N 3.717 -3.543 -1.581
C 2.681 -2.884 -2.204
H 0.770 -2.254 -1.317
H 1.872 -2.617 1.026
H 4.277 -4.014 0.347
H 4.571 -3.705 -2.096
H 2.670 -2.632 -3.254
C 1.848 4.959 3.138
C 2.880 3.920 2.732
C 3.280 3.990 1.312
C 2.122 3.811 0.415
N 1.117 3.631 -0.171
H 0.987 4.650 2.546
H 2.037 5.990 2.835
H 1.440 4.842 4.141
H 2.446 2.946 2.961
H 3.788 4.019 3.326
H 3.895 3.163 0.956
H 3.750 4.914 0.976

=====

# 2
104
Properties=species:S:1:pos:R:3 method="wB97M-V/def2-TZVPD" homo_lumo_gap_ev=8.21 mol_weight_g_mol=675.8 smiles=CCOCCOCc1cccc2nc(OC#N)cnc12.COCCOCCOC.COCCOCCOC.COCCOCCOC homo_energy_ev=-9.04 e_tot_ha=-2320.373596
C -1.406 4.279 2.648
C 0.108 4.060 2.409
O 0.759 5.094 1.687
C 0.591 6.381 2.266
C -0.267 7.210 1.268
O -0.459 8.540 1.706
C -1.793 8.996 1.463
C -2.663 8.597 2.666
C -2.523 9.299 3.834
C -3.320 8.927 4.967
C -4.227 7.915 4.872
C -4.399 7.160 3.672
N -5.347 6.170 3.677
C -5.387 5.598 2.524
O -6.343 4.549 2.386
C -7.240 4.941 1.508
N -7.981 5.472 0.779
C -4.583 5.891 1.376
N -3.698 6.851 1.375
C -3.605 7.519 2.566
H -1.828 3.360 3.087
H -1.902 4.466 1.685
H -1.586 5.092 3.371
H 0.195 3.154 1.782
H 0.613 3.806 3.362
H 1.583 6.866 2.298
H 0.172 6.377 3.283
H 0.264 7.141 0.297
H -1.208 6.651 1.133
H -2.175 8.600 0.512
H -1.759 10.093 1.393
H -1.801 10.119 3.853
H -3.185 9.471 5.906
H -4.850 7.664 5.735
H -4.697 5.306 0.458
C 0.221 -1.502 -2.887
O 0.874 -1.700 -1.649
C 1.529 -0.538 -1.160
C 1.294 -0.350 0.328
O -0.029 0.030 0.686
C -1.053 -0.946 0.538
C -0.941 -2.141 1.466
O 0.101 -3.009 1.050
C 0.810 -3.598 2.119
H 0.947 -1.493 -3.706
H -0.471 -2.331 -3.036
H -0.358 -0.572 -2.889
H 1.191 0.358 -1.691
H 2.603 -0.668 -1.338
H 1.928 0.479 0.655
H 1.619 -1.220 0.901
H -1.145 -1.259 -0.503
H -1.981 -0.423 0.785
H -1.880 -2.707 1.434
H -0.777 -1.790 2.492
H 1.056 -2.860 2.891
H 1.744 -3.998 1.723
H 0.230 -4.416 2.559
C -1.219 -5.110 -0.902
O -2.111 -6.092 -1.395
C -3.179 -6.381 -0.508
C -4.501 -6.492 -1.245
O -5.014 -5.264 -1.745
C -4.344 -4.657 -2.844
C -4.425 -5.427 -4.150
O -3.578 -6.564 -4.123
C -4.115 -7.688 -4.787
H -0.556 -5.541 -0.147
H -0.618 -4.753 -1.739
H -1.758 -4.254 -0.484
H -3.266 -5.612 0.268
H -2.957 -7.342 -0.027
H -5.245 -6.840 -0.524
H -4.461 -7.249 -2.029
H -3.311 -4.418 -2.587
H -4.855 -3.702 -2.995
H -4.085 -4.779 -4.968
H -5.466 -5.713 -4.337
H -5.166 -7.845 -4.522
H -3.551 -8.565 -4.471
H -4.019 -7.574 -5.872
C 4.964 -2.023 0.683
O 5.737 -2.846 -0.162
C 5.084 -3.175 -1.381
C 6.027 -3.071 -2.565
O 6.402 -1.747 -2.922
C 7.275 -1.041 -2.047
C 8.681 -1.604 -1.951
O 8.700 -2.797 -1.183
C 9.607 -3.767 -1.661
H 4.189 -2.614 1.183
H 5.627 -1.596 1.436
H 4.506 -1.197 0.128
H 4.220 -2.524 -1.553
H 4.732 -4.210 -1.295
H 5.494 -3.461 -3.437
H 6.904 -3.707 -2.438
H 6.826 -0.924 -1.060
H 7.352 -0.038 -2.473
H 9.324 -0.873 -1.446
H 9.070 -1.777 -2.961
H 9.537 -3.878 -2.749
H 9.347 -4.722 -1.206
H 10.632 -3.504 -1.381

=====

# 3
109
Properties=species:S:1:pos:R:3 method="wB97M-V/def2-TZVPD" homo_lumo_gap_ev=7.74 mol_weight_g_mol=797.9 smiles="C[C@@H](O[C@@H](CCCF)COC(F)(F)F)[C@@H](CCO)O[C@@](CCCCOC=O)(CCCSC(=S)N1CCOCC1)C(F)(F)F.CC(C)O.CC(C)O" homo_energy_ev=-8.39 e_tot_ha=-3481.196078
C 0.155 3.202 0.925
C -1.127 2.201 1.062
O -2.141 2.757 0.235
C -3.471 2.305 0.436
C -3.892 0.982 -0.413
C -5.505 0.760 -0.352
C -5.773 -0.579 -1.227
F -5.586 -0.368 -2.631
C -3.970 2.081 1.928
O -3.592 3.302 2.678
C -3.669 3.091 4.059
F -4.069 4.338 4.630
F -2.455 2.761 4.677
F -4.631 2.154 4.469
C -0.606 0.726 0.651
C 0.019 0.631 -0.817
C -1.014 0.300 -1.987
O -1.785 -0.910 -1.793
O 0.445 0.394 1.595
C 0.310 -0.911 2.174
C 0.175 -2.114 1.139
C 0.197 -3.584 1.765
C -0.905 -4.588 1.132
C -0.231 -5.882 0.430
O -0.815 -6.063 -0.911
C -0.076 -5.135 -1.731
O 1.003 -5.491 -2.229
C 1.692 -1.137 3.004
C 2.991 -0.956 2.088
C 3.596 0.531 2.085
S 4.646 0.929 0.606
C 4.882 -0.568 -0.450
S 5.785 -1.854 0.162
N 4.297 -0.695 -1.816
C 3.569 0.557 -2.203
C 2.871 0.351 -3.631
O 1.850 -0.672 -3.576
C 2.450 -1.935 -3.157
C 3.287 -1.817 -1.791
C -0.848 -0.903 3.313
F -0.539 -1.778 4.404
F -0.925 0.386 3.922
F -2.106 -1.343 2.833
H -0.066 4.012 0.145
H 1.109 2.657 0.639
H 0.315 3.763 1.915
H -1.315 2.169 2.183
H -4.163 3.123 0.002
H -3.446 0.024 0.001
H -3.666 1.184 -1.508
H -6.086 1.652 -0.749
H -5.847 0.478 0.709
H -5.100 -1.421 -0.821
H -6.846 -0.931 -0.993
H -5.107 2.005 2.043
H -3.513 1.140 2.412
H -1.489 0.026 0.810
H 0.625 1.532 -1.150
H 0.764 -0.251 -0.794
H -0.380 0.133 -2.938
H -1.624 1.241 -2.185
H -1.925 -1.265 -2.703
H -0.834 -2.004 0.589
H 0.966 -2.093 0.313
H 1.218 -4.044 1.482
H 0.138 -3.642 2.897
H -1.652 -4.071 0.448
H -1.499 -5.003 2.027
H 0.901 -5.806 0.332
H -0.433 -6.841 1.030
H -0.539 -4.099 -1.850
H 1.759 -2.160 3.491
H 1.680 -0.353 3.850
H 2.808 -1.383 1.051
H 3.807 -1.622 2.558
H 4.246 0.632 3.031
H 2.779 1.319 2.157
H 4.347 1.395 -2.328
H 2.743 0.854 -1.472
H 3.610 0.102 -4.466
H 2.337 1.335 -3.873
H 1.557 -2.637 -2.964
H 3.049 -2.431 -3.999
H 3.793 -2.835 -1.645
H 2.516 -1.668 -0.957
C 1.313 4.971 4.813
C 2.497 4.245 4.192
C 3.765 4.460 5.002
O 2.698 4.715 2.861
H 1.492 6.051 4.844
H 0.411 4.817 4.215
H 1.123 4.620 5.830
H 2.278 3.175 4.129
H 4.028 5.523 5.040
H 4.609 3.942 4.539
H 3.648 4.094 6.025
H 2.891 5.660 2.904
C 0.740 -1.444 -6.631
C -0.664 -1.538 -6.052
C -1.715 -1.563 -7.151
O -0.902 -0.422 -5.194
H 0.864 -0.523 -7.210
H 1.484 -1.415 -5.831
H 0.956 -2.297 -7.280
H -0.749 -2.441 -5.441
H -1.677 -0.646 -7.747
H -2.718 -1.619 -6.721
H -1.570 -2.418 -7.816
H -0.829 0.382 -5.725

=====

# 4
109
Properties=species:S:1:pos:R:3 method="wB97M-V/def2-TZVPD" homo_lumo_gap_ev=9.73 e_above_lowest_kcal_mol=27.2 mol_weight_g_mol=738.8 smiles="C[C@H]1COC(=O)O1.COC(=O)OC.COC(=O)OC.COC(=O)OC.COC(=O)OC.CCCC#N.CCCC#N.CCCC#N.CCCC#N" homo_energy_ev=-9.64 e_tot_ha=-2601.483140
C -0.284 -3.117 4.137
C -1.420 -3.052 3.100
C -1.051 -2.155 1.892
O -0.857 -3.065 0.917
C -1.215 -4.270 1.295
O -1.207 -5.228 0.547
O -1.586 -4.316 2.543
H 0.659 -3.071 3.633
H -0.278 -4.123 4.540
H -0.375 -2.331 4.833
H -2.377 -2.714 3.585
H -0.138 -1.575 1.991
H -1.866 -1.531 1.573
C -0.493 -0.836 -4.088
O -1.322 -0.120 -4.975
C -0.867 1.091 -5.429
O 0.442 1.474 -5.234
O -1.671 1.850 -6.144
C -1.278 3.155 -6.511
H -0.972 -1.814 -3.966
H -0.405 -0.306 -3.073
H 0.446 -0.909 -4.565
H -0.811 3.731 -5.695
H -2.146 3.716 -6.862
H -0.590 2.929 -7.309
C 4.342 -1.536 -3.586
O 3.021 -2.061 -3.829
C 2.366 -2.689 -2.934
O 2.729 -2.637 -1.546
O 1.379 -3.387 -3.432
C 0.531 -4.110 -2.537
H 4.759 -1.081 -4.499
H 4.946 -2.354 -3.201
H 4.396 -0.771 -2.839
H 1.120 -4.877 -2.037
H -0.402 -4.512 -3.026
H 0.113 -3.439 -1.840
C 3.018 1.835 -3.530
O 2.840 2.152 -2.225
C 2.628 3.364 -1.831
O 2.629 4.505 -2.693
O 2.513 3.439 -0.475
C 2.262 4.714 0.154
H 4.124 1.844 -3.523
H 2.624 2.480 -4.269
H 2.690 0.810 -3.796
H 2.658 4.745 1.151
H 1.209 4.966 0.273
H 2.594 5.583 -0.377
C 2.231 -4.065 1.069
O 1.642 -5.017 2.036
C 1.441 -6.312 1.811
O 2.135 -6.995 0.734
O 0.477 -6.865 2.628
C 0.032 -8.164 2.321
H 1.908 -4.319 0.054
H 3.319 -4.063 1.134
H 1.906 -3.043 1.309
H -0.893 -8.439 2.767
H 0.782 -8.871 2.653
H -0.184 -8.286 1.214
C -2.545 1.805 1.823
C -3.759 2.450 2.519
C -3.848 3.936 2.213
C -5.117 4.458 2.857
N -6.085 4.893 3.347
H -2.198 0.836 2.174
H -1.699 2.456 1.992
H -2.757 1.699 0.738
H -3.707 2.223 3.601
H -4.674 1.971 2.155
H -3.808 4.178 1.175
H -3.012 4.483 2.706
C -0.948 2.849 -2.330
C -2.163 3.264 -1.491
C -2.924 4.481 -2.093
C -3.390 4.301 -3.472
N -3.676 4.168 -4.584
H -0.545 1.850 -2.140
H -0.132 3.461 -2.158
H -1.256 2.901 -3.398
H -1.940 3.553 -0.431
H -2.878 2.445 -1.422
H -2.322 5.337 -2.065
H -3.818 4.673 -1.400
C -1.401 0.130 5.784
C -0.707 1.383 5.240
C 0.702 1.127 4.602
C 1.120 2.068 3.607
N 1.436 2.852 2.780
H -0.739 -0.573 6.343
H -1.807 -0.532 4.969
H -2.189 0.495 6.460
H -0.606 2.198 5.992
H -1.385 1.847 4.495
H 0.650 0.122 4.122
H 1.509 1.037 5.303
C 0.156 0.900 0.281
C 1.364 0.010 -0.219
C 2.677 0.188 0.535
C 2.694 -0.542 1.832
N 2.677 -1.070 2.836
H 0.037 0.761 1.358
H -0.785 0.713 -0.183
H 0.347 1.945 0.193
H 1.600 0.257 -1.225
H 1.104 -1.029 -0.216
H 2.939 1.276 0.754
H 3.540 -0.168 -0.019